# 1
# C12H17F4N3O6S3

C12H17F4N3O6S3 as an isolated structure at a distorted geometry (ωB97M-V/def2-TZVPD, the OMol25 dataset).

Geometry as XYZ:
```
45
Properties=species:S:1:pos:R:3:forces:R:3
O -1.043 4.111 1.134 -3.353 -2.220 -3.639
S -2.058 3.092 0.592 2.805 1.229 8.044
O -2.374 2.163 1.768 5.780 3.856 -7.791
F -3.444 3.925 0.126 2.560 -1.959 0.263
C -1.318 2.016 -0.739 -0.010 -2.325 -0.833
C -1.962 0.517 -0.810 -0.327 0.318 -0.595
C -0.969 -0.372 -1.725 0.021 -0.150 -0.202
S -2.010 -1.794 -2.424 0.419 0.083 0.074
C -0.359 0.400 -3.021 1.851 -2.129 0.374
C 1.199 0.878 -2.792 -1.150 1.787 -1.744
O 2.082 -0.238 -2.470 0.932 1.643 3.257
C 2.834 -0.004 -1.282 1.461 -1.908 0.234
F 3.856 -1.045 -1.239 -2.914 2.982 -0.133
F 3.557 1.243 -1.267 -2.547 -3.394 0.242
F 2.058 -0.205 -0.063 2.229 1.328 -3.584
O -1.207 1.459 -3.553 0.304 0.363 2.658
S -1.427 2.720 -2.459 -1.182 6.695 -2.878
O -2.771 3.405 -2.726 3.794 -3.760 1.232
O -0.335 3.742 -2.678 -1.984 -3.803 1.086
H -0.206 1.869 -0.463 -1.791 0.899 -0.150
H -2.085 0.057 0.253 0.246 0.979 -2.008
H -2.978 0.614 -1.368 1.556 -0.249 1.178
H -0.180 -0.839 -1.031 -0.954 0.918 -1.290
H -1.146 -2.499 -3.273 -0.379 1.033 1.040
H -0.290 -0.405 -3.863 -0.306 1.755 1.430
H 1.546 1.273 -3.836 -0.569 -0.576 2.003
H 1.248 1.765 -2.062 0.219 -1.521 -0.965
C 1.394 -2.427 3.366 -0.463 0.106 -0.858
C 0.647 -2.206 2.079 -2.005 0.581 -3.408
N 0.054 -2.031 1.054 2.623 -0.751 4.620
H 2.464 -2.512 3.164 -0.129 0.074 -0.076
H 1.225 -1.587 4.043 -0.041 -0.055 -0.166
H 1.047 -3.345 3.844 -0.053 0.104 -0.137
C -6.278 0.233 2.968 0.867 0.427 -0.309
C -5.034 1.015 2.635 3.241 1.906 -0.928
N -4.036 1.640 2.367 -10.975 -4.444 4.034
H -6.434 -0.553 2.225 0.048 0.101 0.074
H -6.176 -0.225 3.954 0.056 0.090 -0.117
H -7.144 0.897 2.971 0.165 -0.016 -0.017
C 6.709 -2.914 0.760 -0.714 0.257 0.661
C 5.637 -2.555 1.754 -2.898 0.976 2.661
N 4.785 -2.270 2.544 3.873 -1.330 -3.606
H 6.573 -2.336 -0.157 -0.074 -0.028 0.156
H 7.693 -2.693 1.178 -0.168 0.000 0.024
H 6.654 -3.978 0.522 -0.066 0.130 0.089
```
Positions in Å, forces in eV/Å.

Results
Kohn-Sham gap = 0.30581 Eh
total charge = 0
energy = -2676.85530 a.u.



# 2
# C12H17IrN9Si2

C12H17IrN9Si2 as an isolated structure (ωB97M-V/def2-TZVPD, the OMol25 dataset).

Geometry as XYZ:
```
41
Properties=species:S:1:pos:R:3:forces:R:3
Ir 0.969 -0.950 -0.182 0.141 0.175 0.100
N 3.390 -2.287 1.883 0.075 0.046 0.058
C 3.608 -2.373 0.523 -0.056 -0.069 -0.077
N 4.731 -2.827 0.008 0.051 0.009 0.046
N 4.536 -2.771 -1.327 -0.064 -0.075 -0.067
N 3.367 -2.318 -1.602 0.038 0.051 -0.013
N 2.733 -2.053 -0.435 0.012 0.114 0.087
C 2.374 -1.603 2.501 -0.073 0.039 -0.061
N 2.316 -1.382 3.796 -0.038 -0.187 0.016
N 1.137 -0.734 3.975 0.054 0.200 -0.019
N 0.540 -0.545 2.861 -0.030 -0.121 0.049
N 1.297 -1.101 1.876 -0.028 0.044 -0.048
H 4.183 -2.509 2.460 -0.008 -0.010 0.005
C -1.892 -2.064 -2.201 -0.030 0.008 0.030
Si -1.402 -1.305 -0.542 -0.084 -0.035 -0.023
C -2.349 -2.166 0.838 0.032 -0.010 -0.015
C -1.985 0.517 -0.570 -0.018 -0.026 -0.015
C -3.365 0.729 -0.655 -0.027 0.016 0.002
C -3.911 2.003 -0.693 0.018 -0.006 0.000
C -3.072 3.107 -0.639 0.013 -0.012 -0.003
C -1.701 2.916 -0.549 -0.011 0.028 0.002
C -1.132 1.639 -0.515 0.055 -0.018 -0.001
Si 0.769 1.520 -0.394 -0.010 -0.158 -0.086
C 1.307 2.544 1.088 0.010 -0.006 -0.003
C 1.495 2.271 -1.967 -0.032 0.030 0.035
H -2.974 -2.008 -2.355 0.000 0.016 0.015
H -1.593 -3.112 -2.252 0.010 0.002 -0.003
H -1.404 -1.530 -3.018 0.006 -0.018 -0.008
H -3.433 -2.101 0.709 0.002 0.021 -0.025
H -2.085 -1.706 1.793 0.003 -0.021 0.008
H -2.075 -3.223 0.883 -0.004 0.000 0.014
H -4.036 -0.124 -0.691 0.001 0.002 -0.001
H -4.985 2.134 -0.761 -0.001 0.002 0.000
H -3.482 4.109 -0.665 -0.003 0.000 0.001
H -1.057 3.789 -0.501 -0.004 0.000 0.000
H 1.004 3.591 0.988 -0.012 -0.006 -0.012
H 2.392 2.516 1.206 0.001 -0.005 -0.004
H 0.857 2.139 1.997 0.013 -0.006 0.005
H 1.245 3.334 -2.049 -0.015 -0.003 0.011
H 1.103 1.762 -2.850 0.015 -0.012 0.000
H 2.582 2.174 -1.975 0.000 -0.001 -0.001
```
Positions in Å, forces in eV/Å.

Results
⟨S²⟩ = 6.006
2S+1 = 5
Kohn-Sham gap (alpha / beta) = 0.22916 / 0.24507 Eh
total charge = -1
energy = -1643.58880 a.u.



# 3
# C12H17MoN4OSSbSe4

C12H17MoN4OSSbSe4 as an isolated structure (ωB97M-V/def2-TZVPD, the OMol25 dataset).

Geometry as XYZ:
```
41
Properties=species:S:1:pos:R:3:forces:R:3
Mo 1.256 1.164 -0.658 -0.286 -0.037 -0.262
O -0.333 2.149 0.461 0.027 0.080 0.158
N 0.016 2.866 1.519 0.054 -0.048 -0.025
C -0.792 3.886 1.862 -0.030 0.072 0.063
C -0.540 4.641 2.975 0.020 -0.014 -0.003
C 0.585 4.338 3.747 -0.011 0.010 0.000
C 1.414 3.316 3.360 0.001 0.002 0.000
C 1.152 2.565 2.203 -0.050 -0.010 -0.020
S 2.188 1.331 1.614 0.135 0.014 0.230
H -1.618 4.039 1.185 0.009 -0.028 -0.020
H -1.199 5.459 3.223 -0.012 0.002 -0.007
H 0.814 4.919 4.631 0.007 0.003 0.008
H 2.311 3.071 3.910 -0.002 0.012 0.017
C -0.454 -3.848 -2.875 0.017 0.003 0.009
C 0.528 -2.734 -3.166 0.024 0.001 0.034
N 0.225 -1.607 -2.316 -0.103 0.028 -0.102
C -0.156 -1.689 -1.024 0.077 0.048 0.026
N -0.026 -0.648 -0.243 -0.048 -0.386 0.058
C -0.580 -0.703 1.114 -0.023 0.069 -0.028
C -1.575 -1.824 1.334 0.015 -0.007 0.003
C -0.988 -3.097 0.774 0.013 0.042 0.011
N -0.731 -2.889 -0.637 -0.006 -0.060 0.036
C -0.440 -4.103 -1.382 -0.002 -0.018 -0.015
H -0.178 -4.759 -3.409 0.002 -0.001 -0.008
H -1.457 -3.551 -3.189 -0.004 -0.001 0.010
H 0.455 -2.396 -4.200 -0.005 -0.023 0.000
H 1.558 -3.077 -3.001 -0.003 -0.002 -0.006
H 0.695 -0.741 -2.552 0.104 0.027 0.076
H -1.057 0.257 1.304 0.036 -0.003 0.030
H 0.249 -0.789 1.824 -0.014 -0.020 -0.002
H -2.514 -1.608 0.819 -0.003 -0.011 0.000
H -1.785 -1.927 2.400 -0.006 0.002 0.000
H -1.678 -3.940 0.864 -0.005 0.006 -0.004
H -0.065 -3.362 1.311 -0.012 -0.008 0.002
H -1.198 -4.839 -1.105 0.007 0.000 -0.007
H 0.537 -4.513 -1.085 -0.009 -0.007 -0.001
Se 2.184 3.579 -0.997 0.050 0.258 -0.336
Sb 0.852 3.718 -3.125 0.291 -0.015 0.476
Se 3.056 -0.060 -1.491 0.140 -0.135 0.049
Se -0.377 1.583 -2.636 -0.305 0.304 -0.397
Se -0.332 5.821 -3.345 -0.092 -0.150 -0.052
```
Positions in Å, forces in eV/Å.

Results
⟨S²⟩ = 3.901
2S+1 = 4
Kohn-Sham gap (alpha / beta) = 0.20956 / 0.19827 Eh
total charge = -1
energy = -11074.26143 a.u.



# 4
# C12H17N

A 2-piece molecular cluster, C12H17N overall at a distorted geometry (ωB97M-V/def2-TZVPD, the OMol25 dataset).

Geometry as XYZ:
```
30
Properties=species:S:1:pos:R:3:forces:R:3
C 3.242 -1.120 2.708 -0.326 0.443 0.299
C 2.930 0.167 1.995 0.396 0.073 0.077
C 3.654 1.320 2.070 0.079 -0.034 0.441
N 3.100 2.291 1.270 -0.020 0.373 0.011
C 1.995 1.776 0.650 -0.057 -0.308 -0.315
C 1.139 2.324 -0.315 0.238 0.414 0.839
C 0.186 1.508 -0.859 0.203 -0.296 -0.854
C 0.137 0.130 -0.564 -0.501 0.806 0.738
C 0.874 -0.356 0.487 0.992 -0.773 -0.374
C 1.875 0.442 1.073 -0.646 -0.107 -0.349
H 3.371 -0.916 3.773 0.222 -0.062 -0.008
H 4.144 -1.599 2.327 -0.097 -0.096 -0.021
H 2.398 -1.804 2.663 0.037 -0.163 -0.239
H 4.507 1.542 2.697 -0.003 -0.006 -0.163
H 3.442 3.229 1.157 0.016 -0.083 0.064
H 1.213 3.384 -0.522 -0.095 0.012 -0.323
H -0.467 1.878 -1.642 -0.025 0.134 0.106
H -0.589 -0.449 -1.107 0.124 -0.420 0.130
H 0.886 -1.414 0.735 -0.338 0.044 0.013
C -4.331 -0.419 -1.048 0.569 0.376 -0.458
C -3.172 -0.695 -2.035 -0.790 0.303 1.107
C -2.808 -2.165 -2.072 0.357 -0.374 -1.116
H -4.116 -0.856 -0.076 -0.201 -0.154 0.076
H -4.439 0.660 -0.911 -0.035 -0.029 0.061
H -5.269 -0.776 -1.463 -0.162 -0.287 0.196
H -3.491 -0.275 -2.986 0.295 -0.232 -0.332
H -2.329 -0.118 -1.665 0.111 0.123 -0.299
H -3.676 -2.799 -2.279 0.002 0.082 0.319
H -2.110 -2.394 -2.892 -0.072 0.200 0.151
H -2.296 -2.496 -1.169 -0.271 0.039 0.223
```
Positions in Å, forces in eV/Å.

Results
ΔE to the lowest compared entry with this formula, charge and spin = 9.5 kcal per mole
SMILES = Cc1c[nH]c2ccccc12.CCC
Kohn-Sham gap = 0.32184 Eh
total charge = 0
energy = -522.20520 a.u.



# 5
# C12H17N

A 2-piece molecular cluster, C12H17N overall at a distorted geometry (ωB97M-V/def2-TZVPD, the OMol25 dataset).

Geometry as XYZ:
```
30
Properties=species:S:1:pos:R:3:forces:R:3
C 3.292 2.457 -1.005 0.601 0.951 -1.305
C 2.511 1.306 -0.504 0.785 0.596 0.369
C 2.597 0.837 0.775 -0.386 -0.516 -1.311
N 1.755 -0.266 0.882 0.259 0.362 0.647
C 1.101 -0.467 -0.314 0.989 -0.706 -0.104
C 0.271 -1.539 -0.686 0.531 1.462 0.186
C -0.203 -1.474 -1.978 -1.032 -0.720 -0.106
C 0.152 -0.476 -2.880 1.074 1.457 -0.135
C 1.058 0.519 -2.519 0.072 -0.165 0.252
C 1.601 0.498 -1.235 -1.206 -0.523 0.817
H 2.723 3.389 -1.105 -0.157 -0.076 0.421
H 3.671 2.345 -2.035 -0.213 -0.510 0.163
H 4.205 2.678 -0.451 -0.233 -0.086 0.412
H 3.312 1.186 1.498 -0.298 -0.224 0.480
H 1.639 -0.796 1.729 -0.104 -0.023 -0.228
H 0.034 -2.276 0.066 -0.323 -0.257 -0.253
H -0.983 -2.156 -2.296 0.217 -0.322 -0.007
H -0.218 -0.389 -3.890 -0.422 -0.481 0.046
H 1.347 1.340 -3.164 -0.108 -0.234 -0.337
C -2.102 0.395 2.192 1.602 0.502 1.657
C -3.014 -0.807 2.265 0.143 -0.554 -0.749
C -3.180 -1.410 0.862 -1.102 -0.687 0.162
H -2.485 1.406 2.058 -0.643 -0.314 -0.846
H -1.286 0.169 1.507 -0.104 0.357 -0.405
H -1.553 0.592 3.140 -0.326 -0.562 -0.085
H -2.556 -1.627 2.829 0.126 0.395 0.377
H -3.969 -0.591 2.743 -0.087 0.017 -0.102
H -3.825 -0.805 0.220 0.343 0.132 -0.144
H -2.233 -1.645 0.385 0.175 0.543 -0.059
H -3.664 -2.395 0.910 -0.172 0.187 0.188
```
Positions in Å, forces in eV/Å.

Results
ΔE to the lowest compared entry with this formula, charge and spin = 16.0 kcal per mole
SMILES = Cc1c[nH]c2ccccc12.CCC
Kohn-Sham gap = 0.31927 Eh
total charge = 0
energy = -522.19470 a.u.



# 6
# C12H17N

A 2-piece molecular cluster, C12H17N overall at a distorted geometry (ωB97M-V/def2-TZVPD, the OMol25 dataset).

Geometry as XYZ:
```
30
Properties=species:S:1:pos:R:3:forces:R:3
C 0.468 1.034 3.480 -0.183 -0.167 0.830
C 0.880 1.199 2.056 0.569 -0.516 0.454
C 2.188 1.210 1.661 -0.444 -0.378 0.089
N 2.266 1.288 0.290 0.304 -0.213 -0.017
C 0.992 1.323 -0.221 0.673 -0.931 -0.063
C 0.610 1.313 -1.561 -0.271 0.662 0.149
C -0.723 1.567 -1.828 0.797 -0.104 -0.286
C -1.636 1.611 -0.772 -0.576 0.073 0.032
C -1.259 1.386 0.531 0.266 0.144 0.697
C 0.103 1.212 0.859 -0.879 1.221 -0.779
H 0.397 -0.013 3.800 -0.220 0.046 -0.313
H -0.468 1.524 3.760 -0.048 -0.081 -0.367
H 1.199 1.456 4.173 0.192 0.142 -0.243
H 3.038 0.920 2.255 0.240 0.580 0.054
H 3.093 1.576 -0.200 -0.015 -0.207 -0.129
H 1.343 1.166 -2.342 0.032 0.283 -0.091
H -0.974 1.790 -2.860 -0.426 -0.335 0.167
H -2.682 1.807 -0.967 -0.002 0.030 -0.105
H -1.992 1.453 1.329 -0.071 -0.172 -0.085
C -1.027 -2.271 -2.484 -0.389 0.573 -0.228
C -1.046 -1.979 -0.989 -0.798 -0.664 0.518
C 0.169 -2.433 -0.189 0.740 1.343 0.160
H -0.695 -1.451 -3.126 0.594 -0.038 0.259
H -0.444 -3.173 -2.656 0.037 -0.007 -0.293
H -2.045 -2.426 -2.855 0.004 -0.298 0.162
H -1.396 -0.984 -0.702 0.547 0.154 -0.378
H -1.864 -2.584 -0.592 -0.140 -0.267 0.001
H 1.003 -1.712 -0.176 -0.160 -0.022 -0.532
H -0.086 -2.440 0.867 -0.149 -0.592 0.152
H 0.588 -3.371 -0.542 -0.227 -0.259 0.184
```
Positions in Å, forces in eV/Å.

Results
ΔE to the lowest compared entry with this formula, charge and spin = 15.7 kcal per mole
SMILES = Cc1c[nH]c2ccccc12.CCC
Kohn-Sham gap = 0.32260 Eh
total charge = 0
energy = -522.19532 a.u.